Record 1
15
Properties=species:S:1:pos:R:3:forces:R:3 method="wB97M-V/def2-TZVPD" e_tot_ha=-722.803441 lumo_ev=0.34 charge=0 gap_ev=8.47 smiles="C1=COCC1.N=C=S" de_lowest_kj_mol=301.0
C -1.18127 -1.49507 0.07153 0.852 -1.742 -0.033
C -0.20437 -0.75109 0.54274 1.804 -0.027 2.688
O -0.56429 0.56541 0.62798 2.951 0.498 0.854
C -1.80983 0.79911 0.10944 -1.068 0.830 -2.849
C -2.20441 -0.64773 -0.50515 -3.116 1.516 -2.895
H -1.09778 -2.55467 -0.10492 -0.074 -0.074 0.080
H 0.81983 -1.01043 1.10693 -2.704 0.633 -1.724
H -1.72243 1.71153 -0.65951 -0.283 -2.195 1.187
H -2.41681 1.22179 0.91237 -0.542 -0.602 -0.017
H -2.09820 -0.75676 -1.68664 -0.009 0.862 2.103
H -3.33861 -0.90885 -0.44088 1.997 0.296 0.671
N 4.06559 1.73235 -0.21888 1.084 0.516 1.630
C 3.77617 0.59296 0.07989 0.120 1.595 -1.743
S 3.21891 -0.83368 -0.09992 -0.176 -1.453 0.585
H 4.75751 2.33513 0.26501 -0.835 -0.653 -0.537

---

Record 2
15
Properties=species:S:1:pos:R:3:forces:R:3 method="wB97M-V/def2-TZVPD" e_tot_ha=-681.248158 lumo_ev="-3.79 / -3.79" charge=+1 gap_ev="8.37 / 8.37" de_lowest_kj_mol=173.6
C 1.32710 1.74492 0.29050 -1.222 0.923 -0.552
C 0.01242 1.41451 0.12870 0.672 -0.248 0.831
C 2.47036 -0.35571 -0.00798 0.932 1.243 0.489
N 2.26876 0.78302 0.23816 0.227 -1.642 -0.501
N 3.05089 -1.50445 -0.10049 0.985 -0.952 0.791
N -3.49080 -0.67543 -0.14381 1.221 0.703 -1.025
S -0.49964 -0.22638 0.21768 -0.218 0.211 -0.432
H 1.65461 2.77828 0.26085 0.110 -0.290 0.147
H -2.06539 -0.33998 -0.10092 0.014 0.565 0.181
H -0.61243 2.28977 0.07554 -0.670 -0.181 -0.136
H 3.65722 -1.85878 0.64687 -0.930 0.403 0.542
H 3.54709 -1.77543 -0.92289 -0.458 0.142 -1.335
H -4.13315 0.02690 0.18604 -0.005 -0.200 1.297
H -3.38598 -1.56479 0.33571 -1.003 0.223 0.014
H -3.80104 -0.73645 -1.10395 0.345 -0.898 -0.312

---

Record 3
19
Properties=species:S:1:pos:R:3:forces:R:3 method="wB97M-V/def2-TZVPD" e_tot_ha=-343.041151 lumo_ev="-14.71 / -18.25" charge=+3 spin_multiplicity=2 gap_ev="11.36 / 8.00" de_lowest_kj_mol=0.0
O 1.19573 -0.40078 2.05642 0.219 0.174 -0.052
C 1.74523 0.25893 1.23446 -0.321 0.072 0.136
C 1.01989 0.70091 -0.09352 0.099 -0.300 -1.079
C -0.30826 -0.00011 -0.44086 -0.173 -0.478 -0.153
C -1.32168 -0.21226 0.69686 -0.137 -0.782 -0.125
N -2.63033 -0.82227 0.19647 0.147 0.919 -0.168
N 2.03981 0.43716 -1.22455 -0.336 0.908 0.522
H 2.79471 0.60070 1.41975 0.139 -0.017 0.194
H 0.93351 1.79532 -0.04793 -0.046 -0.032 0.443
H -0.78530 0.58440 -1.23555 0.162 0.278 0.040
H -0.07989 -0.96560 -0.90596 0.061 -0.071 0.130
H -0.99067 -0.99579 1.39247 0.286 0.432 0.104
H -1.54927 0.71091 1.22192 -0.209 -0.005 0.122
H -2.49732 -1.64608 -0.40186 -0.031 -0.155 0.215
H -3.18597 -1.08506 1.02372 -0.127 -0.148 -0.213
H -3.20109 -0.15732 -0.35189 0.042 -0.091 0.188
H 1.58750 0.56529 -2.14482 -0.029 -0.081 0.011
H 2.80586 1.13841 -1.20270 0.005 -0.338 -0.081
H 2.42754 -0.50679 -1.19245 0.251 -0.286 -0.236

---

Record 4
18
Properties=species:S:1:pos:R:3:forces:R:3 method="wB97M-V/def2-TZVPD" e_tot_ha=-697.456582 lumo_ev="-6.44 / -6.44" charge=+1 gap_ev="5.94 / 5.95" de_lowest_kj_mol=145.8
O 0.01203 -0.37945 -2.81950 -0.313 0.590 2.417
C 0.33369 0.23892 -1.80156 2.469 1.943 -5.067
Be 1.21314 -0.72117 -0.01571 1.287 0.996 0.431
O 2.80829 0.70852 -1.95196 -0.573 0.406 -0.317
C 1.86947 0.27825 -1.36565 -0.789 -2.540 1.911
C -1.86100 0.68554 -0.76392 -0.844 0.068 0.768
O -1.86570 -0.27817 -0.00580 0.118 1.256 -1.271
C 0.06461 -1.98139 -0.57364 -3.104 -4.313 -1.543
O -0.64001 -2.79701 -0.98293 3.063 3.371 1.762
C -0.51785 1.26815 -1.14095 -1.004 1.296 1.463
O -0.14525 2.37425 -0.76547 -0.323 -2.272 -0.928
H -2.74366 1.23502 -1.15076 -0.100 -0.525 0.384
C 0.06391 -0.36073 2.49147 -0.018 0.028 0.510
O 0.79494 0.07003 1.29685 0.044 0.230 -0.377
H 0.78435 -0.37833 3.32051 -0.344 -0.047 -0.274
H -0.32918 -1.36178 2.28736 0.049 0.342 0.074
H -0.74213 0.35681 2.68246 0.192 -0.344 -0.087
H 0.90034 1.04253 1.25920 0.190 -0.486 0.143

---

Record 5
189
Properties=species:S:1:pos:R:3:forces:R:3 method="wB97M-V/def2-TZVPD" e_tot_ha=-5449.110124 lumo_ev=-1.49 charge=0 gap_ev=7.96 smiles="O=[N+]([O-])c1ccccc1.O=[N+]([O-])c1ccccc1.O=[N+]([O-])c1ccccc1.O=[N+]([O-])c1ccccc1.O=[N+]([O-])c1ccccc1.O=[N+]([O-])c1ccccc1.O=S1(=O)CCCC1.O=S1(=O)CCCC1.O=S1(=O)CCCC1.CCCCCC.CCCCCC.CCCCCC" de_lowest_kj_mol=341.3
O 5.53952 1.24458 -6.01807 -1.982 1.234 0.629
N 4.66690 0.88022 -5.20971 2.108 -1.509 -1.541
O 4.92928 -0.13516 -4.56308 -1.873 1.065 0.691
C 3.29787 1.56312 -5.15962 0.479 -0.420 -0.786
C 2.29995 0.98198 -4.34443 2.666 0.202 -0.336
C 1.11382 1.60653 -4.24524 -0.826 1.506 -0.095
C 0.84215 2.79050 -4.99282 -0.042 -1.959 -0.054
C 1.75023 3.22597 -5.96035 0.879 0.131 1.523
C 3.04937 2.64747 -6.02517 -1.012 -0.743 0.950
H 2.52968 0.14627 -3.70006 0.146 -0.189 -0.236
H 0.49081 1.19850 -3.46308 -0.633 0.389 -0.252
H -0.16184 3.16656 -4.86251 0.096 0.644 -0.163
H 1.57999 4.18152 -6.43399 -0.176 -0.184 -0.544
H 3.77830 3.02360 -6.72773 0.197 -0.121 0.162
O -2.09265 4.84310 -1.21860 1.845 0.428 -1.726
N -1.18051 4.84670 -2.06354 0.619 -2.958 0.729
O -0.25637 3.98721 -2.09055 -1.514 1.679 0.440
C -1.15770 5.74363 -3.18874 -1.692 1.762 0.646
C -2.35287 6.40888 -3.43496 -0.982 -0.444 -0.953
C -2.45055 7.46295 -4.33123 1.425 -0.126 -0.119
C -1.26575 7.86106 -5.00801 -0.947 -0.686 1.566
C -0.12167 7.07636 -4.83750 -0.259 1.406 -0.535
C -0.02427 6.10728 -3.86012 0.767 -0.698 -0.201
H -3.27578 5.97653 -3.07760 0.047 0.190 0.603
H -3.42039 7.92167 -4.45535 0.136 0.258 -0.154
H -1.17364 8.83891 -5.45714 -0.239 -0.256 -0.748
H 0.68458 7.38879 -5.48461 0.613 -0.276 0.427
H 0.91375 5.64103 -3.59719 0.080 -0.104 -0.222
O 0.69407 -3.58448 -2.60936 -1.010 -0.201 0.060
N 1.53290 -3.20173 -3.38129 0.799 1.719 -0.213
O 1.37145 -2.27417 -4.19813 0.288 -1.476 0.759
C 2.87525 -3.74807 -3.16428 1.641 -1.992 0.815
C 3.09428 -4.71690 -2.11774 -0.044 0.690 -2.018
C 4.37559 -5.27453 -1.99032 -0.992 -0.369 1.710
C 5.45946 -4.79695 -2.66536 0.142 0.720 -1.701
C 5.20594 -3.91109 -3.68680 0.634 1.036 -0.429
C 3.95436 -3.43392 -3.99262 -1.609 0.627 0.189
H 2.22953 -5.10553 -1.60047 0.168 0.057 0.323
H 4.53907 -6.05502 -1.26196 -0.238 -0.083 0.184
H 6.50518 -5.06661 -2.65357 -0.138 -0.649 0.959
H 6.06100 -3.49825 -4.20143 -0.052 -0.094 -0.446
H 3.74120 -2.79456 -4.83652 0.336 0.208 -0.024
O 7.11682 -4.28191 1.30561 0.311 -0.083 -0.540
N 6.16689 -3.69303 1.75975 -0.475 -0.352 1.824
O 5.50353 -4.14195 2.71855 0.498 1.388 -1.872
C 5.87623 -2.34486 1.17762 -0.670 0.277 0.439
C 6.82192 -1.67832 0.41136 -0.129 -1.102 -0.827
C 6.48143 -0.50839 -0.25334 -0.118 -0.348 0.524
C 5.21581 0.04425 -0.08442 0.643 -0.284 -0.526
C 4.28658 -0.59089 0.73246 0.579 0.571 -0.920
C 4.62715 -1.77362 1.36085 -0.859 0.024 0.443
H 7.69890 -2.22344 0.09491 0.353 0.140 0.434
H 7.20343 -0.11077 -0.95120 -0.043 0.251 -0.008
H 4.98641 0.89667 -0.70664 -0.389 0.148 0.309
H 3.28355 -0.19117 0.75598 -0.131 -0.135 0.446
H 3.81498 -2.18261 1.94353 0.348 -0.680 0.229
O -0.79279 -6.48023 0.27984 -0.833 -1.007 1.752
N -0.97185 -6.42191 1.51108 -0.732 0.591 -0.816
O -1.77616 -7.05275 2.20744 1.492 0.522 -1.427
C -0.22365 -5.32737 2.12077 1.641 -1.072 2.778
C -0.01899 -4.18184 1.43047 -0.124 0.651 -0.992
C 0.61915 -3.11583 2.03233 0.611 0.991 -0.841
C 1.26767 -3.18437 3.23589 -1.103 -0.807 0.999
C 1.15883 -4.39424 3.93167 -0.651 -0.603 -0.725
C 0.41553 -5.46990 3.39348 -0.204 1.122 -0.041
H -0.32898 -4.10196 0.39901 -0.370 0.060 0.013
H 0.65892 -2.17336 1.50643 -0.045 0.109 -0.147
H 1.58779 -2.27919 3.73044 0.532 0.010 -0.124
H 1.54095 -4.49491 4.93678 0.185 -0.059 -0.012
H 0.30275 -6.30379 4.07047 -0.271 -0.410 -0.480
O -2.66589 1.36461 1.76456 -0.335 1.502 1.025
N -2.37135 0.49617 1.01395 1.687 -1.636 -2.103
O -2.96206 -0.53939 0.82959 -1.082 -0.666 0.214
C -1.11479 0.56975 0.21215 2.238 2.985 -0.284
C -0.43548 1.85664 0.06934 0.103 -1.181 -0.998
C 0.85032 1.94359 -0.52578 -1.991 -0.200 1.025
C 1.39952 0.79664 -1.03622 2.375 1.109 -0.034
C 0.79885 -0.38139 -0.93085 -2.728 -2.820 0.796
C -0.47175 -0.53008 -0.32468 -0.167 0.220 -0.337
H -0.94434 2.80629 0.14437 -0.304 -0.092 0.881
H 1.40369 2.87057 -0.55565 -0.302 0.094 -0.173
H 2.39011 0.80417 -1.46644 0.203 0.291 -0.051
H 1.21224 -1.33589 -1.22144 0.445 0.163 -0.450
H -0.95061 -1.49453 -0.40793 -0.084 -0.121 0.539
O 4.87178 5.24575 -0.17648 -0.444 0.510 0.679
S 4.55921 4.11702 -0.99383 0.541 -1.327 -2.411
O 3.90798 2.91415 -0.43580 0.863 1.663 -0.575
C 3.71082 4.57257 -2.56209 -0.073 0.268 0.056
C 4.79904 4.86183 -3.61568 0.010 0.058 0.349
C 5.82468 3.77319 -3.44356 -0.055 -0.502 0.694
C 6.10234 3.70997 -1.96134 0.077 -1.432 1.653
H 2.99636 5.36751 -2.34825 0.103 0.053 -0.057
H 3.17807 3.68266 -2.89726 -0.206 -0.109 0.215
H 4.40967 4.78112 -4.63055 -0.231 0.512 0.099
H 5.37618 5.77167 -3.45070 -0.692 0.519 -0.080
H 6.75420 4.00215 -3.96476 -0.179 -0.302 -0.241
H 5.38221 2.82571 -3.75115 0.369 -0.041 -0.236
H 6.96122 4.28716 -1.61887 -0.414 0.453 0.061
H 6.29054 2.69790 -1.60302 0.245 -0.197 -0.213
O -3.56033 2.65396 -4.67175 0.343 0.303 0.385
S -3.95941 1.33326 -4.24914 -1.964 -1.818 -1.328
O -5.38789 1.12244 -3.87766 2.949 0.274 -0.061
C -3.53124 0.12938 -5.63624 0.663 0.502 0.989
C -2.70287 -0.99787 -4.93917 -0.313 -0.227 -1.239
C -1.90612 -0.40209 -3.82356 1.766 1.847 -0.593
C -2.72340 0.58879 -3.08058 -1.998 -0.097 0.749
H -2.88889 0.70535 -6.30239 0.357 0.164 0.291
H -4.36647 -0.10860 -6.29491 -0.346 -0.378 0.766
H -3.29553 -1.84743 -4.59990 -0.167 0.062 -0.181
H -1.94346 -1.31089 -5.65571 -0.367 -0.608 -0.176
H -1.11977 0.20526 -4.27174 0.198 -0.091 -0.530
H -1.29672 -1.03922 -3.18263 -0.656 -0.537 0.112
H -2.17896 1.38224 -2.56861 -0.226 -0.099 0.124
H -3.36737 -0.03340 -2.45906 -0.191 0.612 0.787
O 1.34424 0.19572 2.30553 0.223 0.375 0.834
S 1.66790 1.21490 3.30428 -1.308 0.016 0.089
O 1.90472 0.79901 4.70280 -0.201 0.867 -2.110
C 3.04551 2.23038 2.71177 -1.001 1.058 0.001
C 2.53954 3.69412 2.85706 1.189 0.615 1.820
C 1.14258 3.87211 3.50859 -0.098 -0.895 0.021
C 0.34058 2.60884 3.26862 0.400 -0.582 -0.556
H 3.27011 2.12908 1.64998 -0.041 -0.883 0.208
H 3.88001 2.00464 3.37566 -0.003 0.008 -0.245
H 3.20937 4.13113 3.59763 0.197 0.257 -0.076
H 2.71305 4.33268 1.99090 -0.355 -0.540 -0.358
H 0.67050 4.73013 3.03000 -0.190 0.004 0.410
H 1.19209 3.96644 4.59338 0.364 0.592 -0.090
H -0.16302 2.73809 2.31062 0.458 -0.900 -0.310
H -0.47551 2.36076 3.94726 0.443 -0.038 0.460
C -2.43641 3.05296 7.88674 -0.523 1.475 0.049
C -2.15157 3.15418 6.35782 -0.325 -1.490 1.346
C -3.07194 2.21017 5.61978 0.109 -0.682 -1.262
C -4.56766 2.35559 5.49518 -0.401 0.010 1.091
C -5.14269 3.56458 4.75465 -0.172 -0.454 -0.817
C -4.96476 4.95381 5.38153 -0.578 0.470 -0.103
H -2.34401 2.06974 8.34807 0.072 -0.231 -0.578
H -3.44433 3.41017 8.09792 -0.376 -0.262 -0.122
H -1.87265 3.72285 8.53599 0.607 0.078 -0.333
H -2.17946 4.14159 5.89701 0.331 0.109 0.460
H -1.22009 2.60599 6.21665 0.668 0.851 -0.173
H -2.92473 1.21983 6.05066 0.132 -0.176 0.136
H -2.69302 2.11214 4.60247 0.188 -0.004 -0.330
H -4.90474 1.39142 5.11458 -0.187 0.195 -0.771
H -4.92771 2.24406 6.51793 -0.532 0.695 0.311
H -4.81244 3.55182 3.71597 1.166 0.138 -0.009
H -6.17277 3.38558 4.44645 -0.571 -0.037 1.011
H -4.33470 5.00100 6.26973 0.155 -0.219 -0.167
H -4.63376 5.70143 4.66071 0.546 -0.190 -0.089
H -5.91442 5.40068 5.67575 -0.260 -0.355 0.301
C -4.51075 -3.55826 -0.37143 0.111 -0.746 -1.481
C -3.93962 -3.63220 -1.83270 -0.157 -0.003 1.558
C -3.28273 -4.94758 -2.12251 0.211 -0.919 -0.718
C -4.24206 -6.18062 -2.06271 0.723 1.479 -0.053
C -3.60717 -7.41154 -2.65948 1.482 -0.095 1.586
C -4.42085 -8.66423 -2.66698 -0.561 -0.200 -1.540
H -5.00905 -2.59122 -0.30337 0.057 -0.185 0.768
H -3.73491 -3.78072 0.36116 0.303 0.795 0.053
H -5.17756 -4.40248 -0.19609 -0.606 0.311 -0.192
H -4.72622 -3.46238 -2.56790 -0.100 0.291 0.051
H -3.18915 -2.84269 -1.87235 0.009 0.239 -0.436
H -2.36961 -5.04887 -1.53595 -0.173 -0.390 0.648
H -2.84429 -4.93245 -3.12033 -0.217 0.122 -0.454
H -4.48385 -6.36211 -1.01548 -0.048 -0.277 0.063
H -5.18125 -5.87153 -2.52148 -0.140 -0.143 -0.344
H -2.94777 -7.33282 -3.52382 -0.842 0.731 -0.735
H -2.80487 -7.61347 -1.94981 0.281 -0.144 0.396
H -3.99965 -9.26435 -3.47354 0.358 -0.862 0.615
H -4.47733 -9.14301 -1.68940 -0.103 -0.173 -0.304
H -5.40209 -8.51137 -3.11633 -0.477 0.266 0.569
C -0.24699 -1.17391 6.22197 -0.097 0.561 -0.033
C -1.12387 -1.32321 4.93732 -0.521 0.257 1.670
C -1.84162 -2.66075 4.84770 -0.197 -1.092 -2.108
C -2.85351 -2.61361 3.69162 -0.591 -0.277 -0.590
C -4.10104 -1.80302 3.98377 0.651 1.043 -1.438
C -4.83554 -1.77008 5.24823 -0.996 0.314 2.545
H 0.22558 -2.05580 6.65448 -0.376 -0.577 -0.452
H -0.88614 -0.77088 7.00756 -0.031 -0.060 0.187
H 0.59745 -0.48800 6.15440 -0.243 0.243 -0.472
H -1.97659 -0.65061 5.02997 0.087 0.565 0.389
H -0.68457 -0.92652 4.02203 0.532 -0.813 -0.199
H -2.43766 -2.97330 5.70510 0.435 0.441 0.546
H -1.17274 -3.48712 4.60725 0.271 0.030 0.326
H -2.43985 -2.19601 2.77369 0.523 0.562 0.135
H -3.21310 -3.52976 3.22314 0.339 -0.996 0.955
H -3.80844 -0.77258 3.78211 -0.288 0.317 -0.217
H -4.87883 -2.06133 3.26514 0.234 0.124 -0.502
H -4.40749 -1.43551 6.19318 1.273 -0.085 -0.096
H -5.53643 -0.94121 5.14915 -0.803 -0.428 -0.197
H -5.32520 -2.69139 5.56372 -0.354 -0.103 -0.446